Computed, not measured: C4H7NO in the gas phase at a distorted geometry, with the ωB97M-V functional and the def2-TZVPD basis.

Each line ends with the natural charge from an NBO analysis.
Cartesian coordinates (Å):
C: -0.47 1.21 -0.20  -0.089
O: -1.42 0.13 -0.17  -0.516
C: -0.79 -0.90 0.55  -0.119
C: 0.65 -0.88 0.09  -0.106
N: 1.06 -0.49 -1.25  -0.575
C: 0.90 0.55 -0.26  -0.117
H: -0.58 1.80 0.72  0.178
H: -0.70 1.84 -1.07  0.196
H: -0.70 -0.73 1.77  0.131
H: -1.37 -1.64 1.05  0.242
H: 1.34 -1.50 0.65  0.210
H: 0.30 -0.50 -1.93  0.357
H: 1.78 1.11 0.05  0.208

Calculated values
Structure (SMILES): C1OC[C@H]2N[C@@H]12
Gap between HOMO and LUMO, eV: 10.30
Energy relative to the best compared isomer or geometry (same formula, charge and spin), kJ/mol: 341.7
HOMO, eV: -9.27

=====

Computed, not measured: a gas-phase ion, CH4NO2Si (charge -1) at a distorted geometry, with the ωB97M-V functional and the def2-TZVPD basis.

Each line ends with the natural charge from an NBO analysis.
Cartesian coordinates (Å):
N: -0.46 -0.80 0.36  -1.305
Si: 0.64 0.55 0.02  0.807
C: 2.87 -0.07 -0.01  0.721
O: 3.58 0.80 0.36  -0.720
O: 2.91 -1.26 -0.30  -0.760
H: -0.65 -1.01 1.37  0.366
H: -0.26 -1.71 -0.08  0.373
H: -0.03 1.44 0.88  -0.244
H: 0.42 0.89 -1.43  -0.237

Calculated values
Structure (SMILES): N[SiH2]C(=O)[O-]
Gap between HOMO and LUMO, eV: 6.85
Total charge: -1
Energy relative to the best compared isomer or geometry (same formula, charge and spin), kJ/mol: 79.5
HOMO, eV: -2.47

=====

Computed, not measured: a molecular structure, C19H24F6I2MgNO7 at a distorted geometry, with the ωB97M-V functional and the def2-TZVPD basis.

Each line ends with the natural charge from an NBO analysis.
Cartesian coordinates (Å):
Mg: -0.39 -0.16 -0.81  1.799
O: 3.07 -1.25 0.07  -0.670
C: 2.30 -0.29 0.12  0.787
O: 1.42 0.03 -0.76  -0.953
C: 2.40 0.64 1.32  -0.153
C: 1.80 1.89 1.30  -0.196
C: 1.82 2.73 2.42  -0.296
C: 2.46 2.25 3.53  0.291
O: 2.62 2.86 4.76  -0.504
C: 3.33 1.93 5.57  0.240
O: 3.65 0.79 4.78  -0.487
C: 3.08 1.01 3.55  0.200
C: 3.07 0.18 2.46  -0.217
H: 1.28 2.20 0.40  0.244
H: 1.35 3.70 2.41  0.220
H: 2.72 1.64 6.42  0.149
H: 4.26 2.40 5.92  0.150
H: 3.54 -0.79 2.44  0.252
C: -0.29 0.92 -3.81  -0.419
N: -0.31 2.32 -3.38  -0.403
C: -0.22 3.36 -4.39  -0.410
C: -0.43 2.63 -2.10  0.568
O: -0.56 1.85 -1.15  -0.734
H: 0.52 0.76 -4.51  0.199
H: -1.24 0.64 -4.26  0.224
H: -0.13 0.29 -2.94  0.237
H: -0.26 2.89 -5.37  0.219
H: 0.71 3.91 -4.31  0.198
H: -1.06 4.05 -4.32  0.210
H: -0.44 3.72 -1.91  0.125
C: 1.13 -2.85 -2.54  -0.661
C: -0.37 -2.72 -2.23  0.125
O: -0.83 -1.48 -1.94  -1.022
C: -0.69 -3.66 -1.04  0.953
F: -0.02 -3.23 0.06  -0.336
F: -2.00 -3.66 -0.71  -0.322
F: -0.34 -4.95 -1.23  -0.336
C: -1.15 -3.21 -3.48  0.962
F: -0.85 -2.40 -4.53  -0.342
F: -2.48 -3.16 -3.33  -0.315
F: -0.83 -4.47 -3.87  -0.342
H: 1.71 -2.44 -1.72  0.264
H: 1.35 -2.27 -3.44  0.217
H: 1.41 -3.89 -2.69  0.215
C: -2.59 0.86 2.53  -0.642
C: -1.92 -0.39 1.93  0.274
C: -2.82 -1.61 2.10  -0.642
C: -0.59 -0.62 2.65  -0.625
O: -1.61 -0.18 0.55  -0.977
H: -2.51 0.85 3.62  0.202
H: -3.64 0.91 2.26  0.217
H: -2.09 1.75 2.14  0.219
H: -2.92 -1.87 3.15  0.199
H: -2.38 -2.47 1.58  0.228
H: -3.80 -1.43 1.68  0.217
H: -0.77 -0.92 3.69  0.203
H: 0.00 0.29 2.64  0.216
H: -0.02 -1.41 2.15  0.219
I: -3.19 0.31 -0.78  0.293
I: -5.28 1.18 -2.63  -0.530

Calculated values
Gap between HOMO and LUMO, eV: 7.60
Total charge: -1
Energy relative to the best compared isomer or geometry (same formula, charge and spin), kJ/mol: 87.3
HOMO, eV: -5.29

=====

Computed, not measured: a molecular structure, BeH14O7 at a distorted geometry, with the ωB97M-V functional and the def2-TZVPD basis.

Each line ends with the natural charge from an NBO analysis.
Cartesian coordinates (Å):
Be: -0.02 -0.28 0.20  1.714
O: -1.51 0.17 0.88  -1.023
H: -1.83 1.05 0.60  0.531
H: -2.42 -0.21 1.04  0.550
O: 0.63 0.92 -0.60  -1.040
H: 0.17 1.57 -1.20  0.562
H: 1.34 1.50 -0.28  0.551
O: 2.57 -1.19 -0.93  -0.992
H: 2.77 -1.89 -1.59  0.502
H: 3.24 -1.21 -0.24  0.495
O: 0.98 -0.70 1.49  -1.023
H: 1.16 -0.04 2.16  0.543
H: 1.11 -1.50 2.01  0.549
O: 0.05 2.14 1.93  -0.974
H: -0.06 2.98 1.50  0.494
H: -0.76 2.00 2.41  0.488
O: -1.67 0.32 -2.16  -0.964
H: -1.68 -0.43 -2.72  0.486
H: -2.57 0.34 -1.73  0.484
O: -0.35 -1.58 -0.69  -1.036
H: -0.04 -1.79 -1.59  0.558
H: -1.13 -2.17 -0.50  0.546

Calculated values
Gap between HOMO and LUMO, eV: 11.00
Total charge: +2
Energy relative to the best compared isomer or geometry (same formula, charge and spin), kJ/mol: 0.0
HOMO, eV: -18.46

=====

Computed, not measured: 9 unconnected molecules or ions with the total composition C52H117N7O9 at a distorted geometry, with the ωB97M-V functional and the def2-TZVPD basis.

Each line ends with the Mulliken charge.
Cartesian coordinates (Å):
C: -3.81 3.79 2.87  -1.918
C: -3.63 2.30 3.15  2.452
C: -3.86 1.39 1.90  -0.641
C: -2.20 2.17 3.59  -1.219
C: -1.82 0.85 4.19  0.231
C: -2.82 0.59 5.33  -1.558
C: -4.31 0.57 4.94  1.868
C: -4.62 -0.64 4.11  -1.232
C: -5.10 0.55 6.25  -2.141
N: -4.51 1.88 4.25  0.366
O: -5.83 2.17 3.92  -0.492
H: -4.83 3.98 2.64  0.611
H: -3.52 4.31 3.82  0.461
H: -3.14 4.14 2.04  0.100
H: -4.93 1.21 1.83  0.846
H: -3.79 1.99 0.96  -0.311
H: -3.13 0.57 1.76  -0.377
H: -1.52 2.50 2.79  -0.928
H: -2.07 2.91 4.39  0.878
H: -1.96 0.07 3.50  -0.263
H: -0.74 0.95 4.47  0.292
H: -2.75 1.49 6.03  0.312
H: -2.59 -0.37 5.75  0.547
H: -3.75 -0.93 3.47  -0.019
H: -5.55 -0.54 3.52  0.296
H: -4.75 -1.48 4.88  0.357
H: -5.00 -0.37 6.79  0.414
H: -6.17 0.68 6.08  0.435
H: -4.86 1.43 6.84  0.456
H: -6.15 2.84 4.52  0.347
C: 0.46 4.03 0.81  -0.386
C: 1.75 4.01 1.56  2.032
C: 2.79 4.76 0.76  -1.665
C: 1.57 4.52 2.98  -1.071
C: 2.77 4.31 3.90  -1.022
C: 2.95 2.77 4.01  -1.027
C: 3.18 2.10 2.65  1.698
C: 4.60 2.32 2.18  -1.760
C: 2.91 0.57 2.88  -1.638
N: 2.13 2.53 1.67  0.168
O: 2.54 1.92 0.48  1.559
H: 0.58 3.78 -0.28  -0.771
H: -0.20 3.21 1.29  -0.709
H: 0.00 4.98 0.88  0.935
H: 3.52 5.11 1.49  0.373
H: 3.35 4.18 0.04  0.062
H: 2.34 5.60 0.22  0.469
H: 1.29 5.60 2.87  0.388
H: 0.74 3.94 3.32  0.189
H: 3.62 4.89 3.57  0.474
H: 2.60 4.76 4.89  0.430
H: 1.95 2.46 4.40  0.084
H: 3.77 2.38 4.63  0.545
H: 4.66 1.98 1.17  0.045
H: 5.27 1.81 2.83  0.547
H: 4.99 3.34 2.34  0.282
H: 1.83 0.39 2.92  -0.142
H: 3.31 0.25 3.82  0.662
H: 3.36 -0.06 2.12  -0.249
H: 1.72 1.70 0.02  -0.580
C: 1.62 4.08 -3.18  -1.877
C: 2.77 3.26 -3.64  1.707
C: 3.39 3.98 -4.84  -1.981
C: 3.79 3.08 -2.47  0.374
C: 4.86 2.03 -2.76  -1.397
C: 4.19 0.76 -3.05  -1.279
C: 3.24 0.78 -4.24  2.421
C: 3.95 0.93 -5.58  -1.716
C: 2.55 -0.53 -4.16  -2.195
N: 2.27 1.89 -3.98  1.027
O: 1.41 1.92 -5.09  -0.698
H: 1.93 5.06 -2.85  0.588
H: 0.80 4.18 -3.93  0.387
H: 1.07 3.60 -2.36  -0.224
H: 2.77 3.83 -5.70  0.314
H: 3.56 5.04 -4.61  0.451
H: 4.38 3.56 -4.97  0.429
H: 4.27 4.10 -2.25  0.732
H: 3.24 2.87 -1.52  -1.059
H: 5.56 2.25 -3.62  0.381
H: 5.54 1.99 -1.88  0.527
H: 3.59 0.54 -2.12  -0.299
H: 4.81 -0.09 -3.18  0.892
H: 3.15 1.26 -6.30  0.310
H: 4.43 0.01 -6.04  0.366
H: 4.72 1.69 -5.61  0.294
H: 3.36 -1.31 -4.20  0.526
H: 1.89 -0.76 -4.95  0.391
H: 2.09 -0.84 -3.21  0.076
H: 0.45 1.91 -4.75  0.378
C: 3.02 -4.55 3.27  -1.908
C: 3.73 -4.17 1.98  2.208
C: 3.53 -5.18 0.87  -1.625
C: 3.14 -2.85 1.46  -1.208
C: 4.11 -2.07 0.52  -0.640
C: 5.47 -1.98 1.18  -1.427
C: 6.06 -3.33 1.56  1.652
C: 6.48 -4.15 0.29  -1.705
C: 7.41 -3.09 2.36  -1.960
N: 5.13 -3.94 2.42  0.135
O: 5.62 -5.16 2.97  -0.516
H: 1.93 -4.37 3.26  0.394
H: 3.33 -4.01 4.17  0.411
H: 3.01 -5.65 3.48  0.354
H: 3.78 -4.79 -0.13  0.275
H: 2.46 -5.52 0.85  0.477
H: 4.12 -6.08 1.15  0.385
H: 2.20 -3.18 0.99  0.517
H: 2.94 -2.31 2.42  -0.012
H: 3.65 -1.12 0.30  0.042
H: 4.16 -2.66 -0.39  0.690
H: 5.43 -1.40 2.12  0.288
H: 6.26 -1.58 0.55  0.541
H: 7.41 -3.68 -0.11  0.422
H: 6.68 -5.17 0.54  0.332
H: 5.71 -4.06 -0.41  0.450
H: 7.86 -4.02 2.68  0.436
H: 8.15 -2.48 1.77  0.370
H: 7.28 -2.52 3.28  0.416
H: 5.67 -5.81 2.25  0.360
C: -7.29 -2.27 -2.59  -2.084
C: -5.85 -2.42 -2.05  1.490
C: -5.16 -3.57 -2.87  -1.502
C: -5.20 -0.98 -2.06  -1.391
C: -3.95 -0.99 -1.24  1.525
C: -4.25 -1.46 0.19  -0.406
C: -4.85 -2.93 0.30  2.219
C: -3.76 -3.95 0.20  -1.576
C: -5.40 -3.09 1.71  -2.617
N: -5.99 -2.87 -0.67  0.275
O: -6.64 -4.16 -0.60  -0.531
H: -7.86 -3.24 -2.53  0.388
H: -7.82 -1.50 -2.04  0.436
H: -7.22 -2.10 -3.64  0.452
H: -4.22 -3.91 -2.42  0.145
H: -5.82 -4.41 -3.01  0.480
H: -4.94 -3.25 -3.88  0.406
H: -5.00 -0.74 -3.11  0.446
H: -5.93 -0.21 -1.74  0.403
H: -3.23 -1.65 -1.73  -0.067
H: -3.48 -0.02 -1.28  -0.802
H: -4.84 -0.75 0.73  0.351
H: -3.33 -1.48 0.85  -0.555
H: -4.34 -4.85 -0.08  0.436
H: -3.26 -4.08 1.17  0.452
H: -3.03 -3.77 -0.60  -0.100
H: -4.66 -2.95 2.44  0.303
H: -5.77 -4.13 1.68  0.752
H: -6.21 -2.42 1.79  0.456
H: -7.25 -4.03 0.14  0.384
N: -0.69 0.02 -5.58  -0.236
C: -1.54 0.61 -4.68  0.675
N: -2.69 -0.07 -4.42  -0.306
O: -1.21 1.66 -4.20  -0.952
H: -0.98 -0.81 -6.05  0.216
H: -0.05 0.62 -6.10  0.171
H: -2.64 -1.08 -4.50  0.435
H: -3.10 0.19 -3.51  -0.117
C: -2.03 3.45 -1.08  0.042
C: -3.35 3.33 -1.80  -1.298
O: -3.39 2.21 -2.63  -0.421
H: -2.18 4.36 -0.50  0.407
H: -1.19 3.73 -1.76  0.334
H: -1.83 2.66 -0.36  -0.233
H: -3.58 4.22 -2.39  0.429
H: -4.15 3.30 -1.05  0.358
H: -2.71 2.24 -3.36  0.324
C: -0.23 -0.50 0.87  -0.867
C: -0.47 -0.16 -0.57  1.403
O: 0.58 0.68 -1.01  1.284
H: 0.72 -0.97 0.94  0.033
H: -0.93 -1.17 1.33  0.668
H: -0.44 0.29 1.62  -0.360
H: -1.49 0.27 -0.62  -1.182
H: -0.58 -1.07 -1.19  -0.202
H: 0.68 0.65 -1.98  -0.855
C: -0.88 -4.71 -3.42  -0.819
C: -0.57 -3.45 -4.24  -0.009
O: -1.78 -2.78 -4.78  -0.392
H: 0.10 -5.13 -3.13  0.369
H: -1.40 -5.55 -3.97  0.333
H: -1.37 -4.38 -2.53  -0.025
H: 0.13 -3.69 -5.06  0.440
H: -0.14 -2.70 -3.53  -0.113
H: -2.15 -3.40 -5.37  0.203

Calculated values
Structure (SMILES): CC1(C)CCCC(C)(C)N1O.CC1(C)CCCC(C)(C)N1O.CC1(C)CCCC(C)(C)N1O.CC1(C)CCCC(C)(C)N1O.CC1(C)CCCC(C)(C)N1O.NC(N)=O.CCO.CCO.CCO
Gap between HOMO and LUMO, eV: 7.98
Energy relative to the best compared isomer or geometry (same formula, charge and spin), kJ/mol: 202.4
HOMO, eV: -7.79

=====

Computed, not measured: a molecular structure, C19H31N2O5SiW at a distorted geometry, with the ωB97M-V functional and the def2-TZVPD basis.

Each line ends with the natural charge from an NBO analysis.
Cartesian coordinates (Å):
W: 8.53 11.85 7.47  1.642
O: 4.76 10.57 7.23  -0.388
C: 5.77 10.92 7.70  0.767
O: 6.70 11.64 7.04  -0.646
C: 6.29 10.67 9.12  0.101
C: 5.70 10.05 10.23  -0.139
C: 6.44 9.83 11.36  -0.109
C: 7.76 10.29 11.45  -0.121
C: 8.29 10.93 10.32  0.076
N: 7.54 11.10 9.23  -0.415
C: 9.61 11.71 10.18  0.775
O: 10.19 12.32 10.96  -0.369
O: 9.76 11.87 8.81  -0.642
H: 4.65 9.78 10.11  0.289
H: 6.03 9.26 12.17  0.284
H: 8.41 10.19 12.34  0.291
C: 9.20 15.17 9.09  -1.252
Si: 7.97 14.20 8.05  1.764
C: 6.37 15.10 7.76  -0.627
C: 6.01 15.60 9.21  -0.636
C: 6.60 16.38 6.84  -0.595
C: 5.32 14.24 7.11  -0.633
C: 9.50 13.23 6.04  -0.091
C: 10.88 12.80 6.40  -0.637
C: 8.95 12.19 5.03  -0.751
C: 9.41 14.70 5.73  -0.715
H: 9.43 16.10 8.55  0.287
H: 10.10 14.58 9.27  0.266
H: 8.69 15.41 10.01  0.296
H: 6.49 16.58 9.39  0.249
H: 6.20 14.94 10.06  0.221
H: 4.92 15.72 9.26  0.271
H: 7.44 17.01 7.11  0.224
H: 5.67 16.96 6.98  0.261
H: 6.62 16.05 5.82  0.213
H: 4.79 13.72 7.82  0.218
H: 5.66 13.50 6.43  0.213
H: 4.57 14.76 6.50  0.264
H: 10.90 11.75 6.80  0.222
H: 11.28 13.42 7.18  0.262
H: 11.54 12.77 5.48  0.311
H: 8.64 12.63 4.08  0.347
H: 8.04 11.60 5.26  0.300
H: 9.73 11.46 4.71  0.264
H: 9.88 15.32 6.48  0.268
H: 8.38 14.99 5.40  0.268
H: 10.05 14.92 4.84  0.300
C: 11.27 7.46 6.57  -0.405
N: 9.89 7.98 6.55  -0.264
C: 8.77 7.27 5.89  -0.417
C: 9.71 9.07 7.16  0.521
O: 8.66 9.81 7.27  -0.787
H: 11.79 7.68 5.66  0.243
H: 11.19 6.38 6.74  0.254
H: 11.79 7.96 7.37  0.223
H: 8.46 7.93 5.11  0.230
H: 7.97 7.10 6.62  0.244
H: 9.20 6.34 5.56  0.255
H: 10.63 9.50 7.55  0.156

Calculated values
Gap between HOMO and LUMO, eV: 7.14
Total charge: +3
HOMO, eV: -18.72

=====

Computed, not measured: a molecular structure, C8H13NOS at a distorted geometry, with the ωB97M-V functional and the def2-TZVPD basis.

Each line ends with the natural charge from an NBO analysis.
Cartesian coordinates (Å):
C: -2.76 0.27 -0.67  -0.245
C: -1.70 -0.19 -0.95  -0.039
C: -0.14 1.55 0.43  0.616
C: 0.14 -2.02 -1.06  -0.639
C: 0.19 0.13 -2.44  -0.613
C: 1.83 -0.17 2.86  -0.732
C: 0.63 0.28 0.39  -0.410
C: -0.32 -0.55 -1.19  0.001
N: -1.25 1.57 1.19  -0.799
O: 0.26 2.55 -0.22  -0.648
S: 0.47 -0.80 1.80  0.193
H: -3.79 0.60 -0.88  0.254
H: 1.21 -2.07 -1.51  0.214
H: 0.29 -2.23 0.06  0.237
H: -0.51 -2.74 -1.52  0.224
H: -0.25 -0.20 -3.34  0.222
H: 1.35 -0.09 -2.58  0.205
H: 0.09 1.14 -2.34  0.238
H: 1.63 -0.66 3.90  0.239
H: 1.80 0.92 2.80  0.232
H: 2.78 -0.61 2.70  0.217
H: 1.65 0.36 0.30  0.229
H: -1.67 0.67 1.32  0.402
H: -1.93 2.30 0.94  0.401

Calculated values
Gap between HOMO and LUMO, eV: 9.23
Energy relative to the best compared isomer or geometry (same formula, charge and spin), kJ/mol: 318.8
HOMO, eV: -8.56

=====

Computed, not measured: a molecular structure, C4H4O4 at a distorted geometry, with the ωB97M-V functional and the def2-TZVPD basis.

Each line ends with the natural charge from an NBO analysis.
Cartesian coordinates (Å):
C: -1.43 -0.32 -0.55  -0.150
C: -0.03 0.18 -0.30  0.223
C: 0.56 1.40 0.08  0.047
C: 2.14 -0.38 0.03  0.974
H: -2.70 -0.75 1.23  0.444
H: -2.37 0.22 -1.03  0.238
H: -0.97 -1.47 -0.97  0.224
H: 0.50 2.42 0.39  0.245
O: -1.54 -0.46 0.98  -0.731
O: 1.84 1.02 0.12  -0.499
O: 3.11 -0.97 0.39  -0.532
O: 0.88 -0.88 -0.38  -0.482

Calculated values
Gap between HOMO and LUMO, eV: 8.93
Energy relative to the best compared isomer or geometry (same formula, charge and spin), kJ/mol: 517.2
HOMO, eV: -8.72